Record 1
Density functional theory data (ωB97M-V/def2-TZVPD) for C7H7O5S as an isolated structure in a non-equilibrium geometry.

Geometry (Å):
S1 2.27 -0.31 -0.62
O1 2.45 -1.54 0.02
O2 -0.10 -2.05 0.84
O3 1.57 1.69 1.65
O4 3.36 0.61 -0.38
O5 1.87 -0.44 -1.99
C1 1.10 0.60 1.42
C2 -0.29 1.39 -0.47
C3 -1.61 1.39 -0.89
C4 -1.89 -0.76 0.13
C5 -2.49 0.27 -0.41
C6 0.24 0.37 0.31
C7 -0.38 -0.96 0.04
H1 -2.26 -1.50 0.76
H2 -3.56 0.45 -0.44
H3 0.80 -2.08 1.01
H4 -0.46 -1.28 -1.01
H5 0.14 2.43 -0.49
H6 1.29 -0.42 2.00
H7 -2.03 2.14 -1.49

Properties
E ... -28441.559 eV
2S+1 ... 3
Kohn-Sham gap (alpha / beta) ... 5.77 / 6.74 eV
LUMO level (alpha / beta) ... 3.60 / 1.12 eV
Total charge ... -1

***

Record 2
Density functional theory data (ωB97M-V/def2-TZVPD) for C7H8 as an isolated structure.

Geometry (Å):
C1 -0.80 2.38 0.17
C2 -0.33 1.29 -0.04
C3 -0.65 -0.65 1.16
C4 -0.40 -0.86 -1.32
C5 1.60 -0.29 0.12
C6 -1.26 -1.07 2.18
C7 0.07 -0.14 -0.04
H1 1.85 -1.36 0.17
H2 -1.23 3.33 0.39
H3 0.08 -0.41 -2.20
H4 1.94 0.19 1.04
H5 -1.49 -0.78 -1.43
H6 -0.13 -1.92 -1.27
H7 -1.36 0.14 1.82
H8 2.11 0.15 -0.74

Properties
E ... -7382.949 eV
Kohn-Sham gap ... 11.12 eV
LUMO level ... 0.68 eV
Energy above the lowest of the compared OMol25 structures with the same formula, charge and spin ... 559.45 kJ/mol
Total charge ... 0